1.
Density functional theory data (ωB97M-V/def2-TZVPD) for a molecular structure, C6H8BN4PdSe3Te.

Calculated values
Orbital gap: 5.614 eV
HOMO level: -0.128 Eh
Charge: -1
Multiplicity: 1

XYZ file:
```
24
Properties=species:S:1:pos:R:3:forces:R:3:lowdin_charge:R:1
Pd -1.19213 -1.19096 -0.00033 0.328 0.469 0.001 0.27
B 1.46168 1.44005 0.00044 -0.027 -0.013 0.000 -0.42
N 1.78742 -0.08320 0.00019 -0.066 0.117 0.000 -0.08
C 3.06304 -0.48897 0.00028 -0.030 0.022 0.000 -0.12
C 3.09609 -1.86720 -0.00015 -0.067 -0.018 0.000 -0.07
C 1.75325 -2.23171 -0.00047 0.042 -0.004 0.000 -0.22
N 0.96958 -1.14977 -0.00024 -0.100 -0.361 0.000 -0.07
N -0.05903 1.77923 0.00017 0.133 -0.068 0.000 -0.08
C -0.45531 3.05786 0.00027 0.015 -0.023 0.000 -0.12
C -1.83337 3.10089 -0.00019 -0.025 -0.094 0.000 -0.07
C -2.20687 1.76036 -0.00051 -0.025 0.093 0.000 -0.22
N -1.13108 0.96946 -0.00027 -0.366 -0.143 -0.001 -0.07
H 1.94793 1.92347 -0.99973 0.019 0.015 0.000 0.06
H 1.94749 1.92303 1.00104 0.019 0.015 0.000 0.06
H 3.85793 0.23786 0.00063 -0.020 0.025 0.000 0.12
H 3.95729 -2.51160 -0.00021 -0.005 -0.005 0.000 0.08
H 1.33228 -3.22132 -0.00085 -0.057 -0.002 0.000 0.00
H 0.27708 3.84761 0.00063 0.027 -0.023 0.000 0.12
H -2.47518 3.96394 -0.00025 0.008 0.006 0.000 0.08
H -3.20232 1.35262 -0.00094 0.007 -0.071 0.000 0.00
Se -3.57816 -1.09279 0.00019 0.025 0.407 0.000 -0.03
Se -4.91414 -3.02312 0.00026 -0.239 -0.179 0.000 -0.28
Te -3.26359 -4.92138 0.00000 -0.104 0.009 0.000 0.17
Se -1.13989 -3.57436 0.00006 0.508 -0.174 0.000 -0.15
```
Positions in Å, forces in eV/Å.



2.
Density functional theory data (ωB97M-V/def2-TZVPD) for a molecular structure, C6H8BiLiO6 in a non-equilibrium geometry.

Calculated values
Orbital gap (alpha / beta): 4.841 / 3.905 eV
HOMO level (alpha / beta): -0.410 / -0.387 Eh
Charge: +1
⟨S²⟩: 0.7583
Multiplicity: 2

XYZ file:
```
22
Properties=species:S:1:pos:R:3:forces:R:3:lowdin_charge:R:1
O 0.39683 -1.40220 -1.25003 0.535 0.986 0.759 0.10
O 2.07122 -1.54190 0.23675 -0.121 0.323 -0.147 0.11
C 3.00764 -0.62664 0.82730 0.094 0.062 0.477 -0.06
C 3.05161 0.50652 -0.19209 0.852 0.198 0.303 -0.08
O 1.81672 0.31351 -0.92159 -0.043 1.391 -0.341 -0.22
C 1.30957 -0.90429 -0.62805 -0.780 -2.521 -0.545 -0.63
H 2.60330 -0.30472 1.79408 0.104 -0.106 -0.235 0.14
H 3.96430 -1.13844 0.95538 -0.239 0.112 -0.064 0.15
H 3.87919 0.42001 -0.90405 -0.238 0.023 0.110 0.15
H 3.04311 1.50025 0.26602 0.025 -0.224 -0.088 0.13
O -0.49604 1.52712 0.50518 -1.208 2.205 0.334 -0.46
O -2.93835 -1.31569 -1.09629 0.554 0.957 0.457 -0.33
C -3.08539 0.01104 -0.77312 -0.497 -1.089 0.062 -0.42
C -2.81493 0.28674 0.70726 -0.921 0.493 0.086 -0.15
O -1.54819 -0.30025 1.11299 1.975 0.875 -0.016 -0.10
C -0.37588 0.36690 0.98999 -0.900 -3.812 1.068 -0.23
H -2.40616 0.66833 -1.36860 0.334 0.315 -0.279 0.06
H -4.10980 0.40603 -0.96736 0.336 -0.075 -0.013 0.13
H -3.56002 -0.22466 1.33005 0.273 0.135 -0.205 0.14
H -2.81640 1.35990 0.93478 -0.001 -0.245 0.058 0.12
Li -1.34936 -1.86305 -0.43437 -0.494 -0.222 -0.287 0.71
Bi 0.35704 2.25549 -1.12422 0.360 0.220 -1.494 1.75
```
Positions in Å, forces in eV/Å.